1.
Here is C13H23MoNO2PS as an isolated structure from the OMol25 dataset. Energies are from the ωB97M-V functional and the def2-TZVPD basis.

Positions of all 42 atoms, in Å:
Mo  -0.01  0.21  -0.18
C  3.52  -1.36  -1.24
C  2.74  -1.04  -0.01
C  1.57  -1.75  0.29
C  0.81  -1.44  1.42
C  1.17  -0.34  2.22
C  2.37  0.32  1.96
C  3.16  -0.04  0.88
H  3.67  -2.44  -1.34
H  4.50  -0.88  -1.24
H  2.96  -1.02  -2.12
H  1.29  -2.59  -0.34
H  -0.02  -2.07  1.71
H  0.56  -0.06  3.07
H  2.69  1.12  2.62
H  4.10  0.47  0.70
N  1.22  2.18  -0.38
C  0.60  3.48  -0.05
C  -0.82  3.56  -0.58
C  -1.76  2.72  0.25
O  -2.68  3.15  0.88
O  -1.49  1.40  0.24
H  2.13  2.12  0.08
H  1.42  2.13  -1.38
H  1.20  4.29  -0.48
H  0.61  3.60  1.03
H  -0.86  3.22  -1.62
H  -1.17  4.59  -0.55
S  0.18  -0.10  -2.28
C  -2.87  -1.42  1.31
P  -1.95  -1.37  -0.25
C  -1.60  -3.10  -0.68
C  -3.18  -0.83  -1.46
H  -3.77  -2.02  1.22
H  -3.15  -0.40  1.58
H  -2.26  -1.83  2.12
H  -2.53  -3.67  -0.74
H  -0.96  -3.57  0.07
H  -1.10  -3.13  -1.65
H  -4.06  -1.46  -1.41
H  -2.75  -0.87  -2.46
H  -3.46  0.20  -1.23

The spin multiplicity is 3. The HOMO energy (spin up / spin down) comes out at -10.8 / -12.3 eV. Its gap between HOMO and LUMO (spin up / spin down) is 0.2498 / 0.2937 hartree. As for the charge: +1. As for the LUMO energy (spin up / spin down): -4.0 / -4.3 eV. The energy above the lowest of the compared OMol25 structures with the same formula, charge and spin comes out at 0.0 kJ/mol.

Here are the Löwdin charges for atoms 1 to 5, given in e:
1 Mo 0.985
2 C -0.028
3 C -0.289
4 C -0.140
5 C -0.210


2.
Here is C4H9N4OSi as an isolated structure in a non-equilibrium geometry from the OMol25 dataset. Energies are from the ωB97M-V functional and the def2-TZVPD basis.

Positions of all 19 atoms, in Å:
C  -3.03  -0.46  -0.14
C  -0.37  0.94  1.52
C  -0.38  0.65  -1.54
C  0.69  -1.78  0.41
N  -4.19  -0.83  0.33
N  -2.99  0.74  -0.67
N  -4.29  1.19  -0.43
N  -4.95  0.27  0.19
O  -1.98  -1.29  -0.13
Si  -0.55  -0.32  0.02
H  -1.00  0.53  2.35
H  0.71  0.89  1.83
H  -0.66  1.93  1.07
H  -1.18  1.44  -1.58
H  0.52  1.24  -1.65
H  -0.29  -0.05  -2.35
H  1.41  -1.72  1.33
H  0.12  -2.66  0.78
H  1.46  -1.90  -0.33

The spin multiplicity is 1. The HOMO energy comes out at -4.6 eV. Its gap between HOMO and LUMO is 0.2949 hartree. As for the charge: -1. As for the LUMO energy: 3.4 eV. The energy above the lowest of the compared OMol25 structures with the same formula, charge and spin comes out at 85.6 kJ/mol.

Here are the Löwdin charges for atoms 1 to 5, given in e:
1 C -0.704
2 C -0.185
3 C -0.202
4 C -0.185
5 N 0.001


3.
Here is a 5-piece molecular cluster, C27H26FN2O12PS2 overall in a non-equilibrium geometry from the OMol25 dataset. Energies are from the ωB97M-V functional and the def2-TZVPD basis.

Positions of all 71 atoms, in Å:
C  -0.07  1.35  0.97
C  -1.04  1.39  -0.27
C  -0.37  1.89  -1.59
N  0.73  2.82  -1.26
N  1.14  3.60  -2.36
P  2.28  2.76  -3.39
O  3.46  1.99  -2.50
O  3.08  3.85  -4.38
S  1.46  1.43  -4.57
S  1.81  5.08  -1.67
O  1.66  5.01  -0.20
O  1.06  6.28  -2.13
F  3.42  5.20  -1.94
H  -0.36  0.55  1.69
H  0.99  1.17  0.71
H  -0.13  2.33  1.48
H  -1.88  2.06  0.01
H  -1.42  0.35  -0.41
H  -1.14  2.43  -2.18
H  -0.06  1.00  -2.17
H  1.55  2.34  -0.88
H  3.82  1.28  -3.04
H  3.63  3.30  -4.95
O  5.22  8.09  1.77
C  6.09  7.50  1.16
C  5.76  6.63  0.00
C  6.71  5.98  -0.67
C  8.14  6.10  -0.28
O  9.00  5.51  -0.89
C  8.46  6.96  0.88
C  7.51  7.61  1.55
H  4.72  6.56  -0.27
H  6.49  5.35  -1.52
H  9.51  7.03  1.15
H  7.73  8.24  2.40
O  -1.81  -1.90  0.72
C  -2.51  -2.09  1.69
C  -1.93  -2.39  3.02
C  -2.70  -2.61  4.08
C  -4.17  -2.55  3.98
O  -4.88  -2.74  4.95
C  -4.76  -2.25  2.65
C  -3.99  -2.04  1.59
H  -0.85  -2.43  3.07
H  -2.29  -2.83  5.06
H  -5.84  -2.22  2.60
H  -4.39  -1.82  0.61
O  -7.83  -7.07  8.18
C  -6.81  -6.84  7.55
C  -6.55  -5.51  6.96
C  -5.43  -5.27  6.27
C  -4.41  -6.33  6.07
O  -3.40  -6.10  5.45
C  -4.68  -7.66  6.67
C  -5.79  -7.90  7.35
H  -7.31  -4.76  7.12
H  -5.22  -4.30  5.83
H  -3.92  -8.41  6.51
H  -6.00  -8.86  7.80
O  -0.45  -3.62  -4.66
C  -0.30  -3.26  -5.81
C  0.03  -1.86  -6.14
C  0.19  -1.47  -7.41
C  0.05  -2.42  -8.53
O  0.20  -2.07  -9.68
C  -0.28  -3.83  -8.20
C  -0.44  -4.22  -6.93
H  0.12  -1.18  -5.31
H  0.43  -0.45  -7.67
H  -0.38  -4.51  -9.03
H  -0.68  -5.24  -6.67

The spin multiplicity is 1. The HOMO energy comes out at -9.8 eV. Its gap between HOMO and LUMO is 0.2914 hartree. As for the LUMO energy: -1.9 eV.

Here are the Löwdin charges for atoms 1 to 5, given in e:
1 C -0.102
2 C -0.207
3 C -0.210
4 N -0.113
5 N -0.286


4.
Here is one molecule with the formula C4H9NO in a non-equilibrium geometry from the OMol25 dataset. Energies are from the ωB97M-V functional and the def2-TZVPD basis.

Positions of all 15 atoms, in Å:
O  2.00  0.32  -0.60
C  1.08  0.17  0.68
C  -0.04  -0.91  0.84
N  -1.12  -0.72  -0.12
C  -1.62  0.65  -0.17
C  -0.59  0.20  -1.16
H  2.29  -0.51  -1.03
H  0.63  1.17  0.79
H  1.85  0.02  1.41
H  0.36  -1.90  0.65
H  -0.41  -0.93  1.89
H  -2.66  0.72  -0.49
H  -1.39  1.32  0.66
H  0.58  0.43  -1.21
H  -0.96  -0.02  -2.14

The spin multiplicity is 1. The HOMO energy comes out at -8.9 eV. Its gap between HOMO and LUMO is 0.3615 hartree. As for the LUMO energy: 0.9 eV. The energy above the lowest of the compared OMol25 structures with the same formula, charge and spin comes out at 397.3 kJ/mol.

Here are the Löwdin charges for atoms 1 to 5, given in e:
1 O -0.152
2 C -0.134
3 C -0.196
4 N -0.117
5 C -0.161


5.
Here is C6H8N2O2S2 as an isolated structure in a non-equilibrium geometry from the OMol25 dataset. Energies are from the ωB97M-V functional and the def2-TZVPD basis.

Positions of all 20 atoms, in Å:
C  1.24  2.07  1.38
C  -1.08  -2.11  -1.79
C  1.56  0.95  2.01
C  0.22  -2.24  -1.57
C  -0.19  2.13  0.98
C  -1.67  -0.84  -1.24
N  -0.85  0.97  1.50
N  -0.64  0.04  -0.79
O  0.77  -1.32  0.84
O  1.88  -0.10  -0.95
S  0.10  -0.07  2.10
S  0.66  -0.77  -0.63
H  1.92  2.87  1.14
H  -1.71  -2.82  -2.30
H  2.50  0.60  2.38
H  0.92  -3.01  -1.83
H  -0.72  3.02  1.33
H  -0.27  2.08  -0.12
H  -2.27  -0.33  -2.01
H  -2.35  -1.10  -0.41

The spin multiplicity is 1. The HOMO energy comes out at -8.5 eV. Its gap between HOMO and LUMO is 0.3229 hartree. As for the LUMO energy: 0.2 eV. The energy above the lowest of the compared OMol25 structures with the same formula, charge and spin comes out at 548.9 kJ/mol.

Here are the Löwdin charges for atoms 1 to 5, given in e:
1 C -0.116
2 C -0.111
3 C -0.247
4 C -0.113
5 C -0.306


6.
Here is a 3-piece molecular cluster, C4H17N6 overall in a non-equilibrium geometry from the OMol25 dataset. Energies are from the ωB97M-V functional and the def2-TZVPD basis.

Positions of all 27 atoms, in Å:
C  1.72  -2.51  3.42
C  1.56  -1.18  2.81
C  -0.04  1.17  -0.87
C  -2.89  1.19  -3.80
N  1.03  1.14  -0.07
N  -1.19  1.15  -0.24
N  0.18  1.49  -2.16
N  -1.56  1.42  -3.93
N  -3.28  0.24  -3.05
N  1.04  -1.17  1.39
H  2.84  -2.63  3.88
H  1.08  -2.66  4.32
H  1.66  -3.43  2.77
H  2.44  -0.64  2.62
H  0.89  -0.44  3.36
H  0.91  0.78  0.86
H  1.89  1.45  -0.38
H  -1.12  0.99  0.72
H  -2.10  1.49  -0.65
H  1.10  1.41  -2.38
H  -3.72  1.95  -3.90
H  -0.43  1.16  -2.98
H  -1.43  2.33  -4.37
H  -2.67  -0.52  -3.13
H  -4.19  0.05  -2.90
H  1.67  -1.88  0.91
H  0.14  -1.70  1.26

The spin multiplicity is 1. The HOMO energy comes out at -12.9 eV. Its gap between HOMO and LUMO is 0.3817 hartree. As for the charge: +1. As for the LUMO energy: -2.5 eV. The energy above the lowest of the compared OMol25 structures with the same formula, charge and spin comes out at 62.8 kJ/mol.

Here are the Löwdin charges for atoms 1 to 5, given in e:
1 C -0.132
2 C -0.355
3 C -0.471
4 C -0.292
5 N 0.177


Number 1: calculated total energy -41415.271 eV. Number 2: calculated total energy -20180.745 eV. Number 3: calculated total energy -89641.663 eV. Number 4: calculated total energy -7828.202 eV. Number 5: calculated total energy -35092.471 eV. Number 6: calculated total energy -13357.409 eV.